Entry 1:
19
Properties=species:S:1:pos:R:3 method="wB97M-V/def2-TZVPD" gap_ev=9.9 homo_ha=-0.3443 spin_multiplicity=1 e_tot_ev=-20746.59885
O 1.364 -0.844 -2.430
S -2.254 -3.186 -4.923
C 0.130 -0.832 -2.351
N -0.516 -0.420 -1.264
C 0.000 0.000 0.000
C -1.084 -2.752 -3.549
C -0.749 -1.255 -3.558
H -2.061 -4.494 -4.652
H -1.537 -0.416 -1.332
H 0.423 0.998 -0.203
H 0.773 -0.617 0.489
H -0.850 0.113 0.693
H -1.403 -2.993 -2.516
H -0.140 -3.296 -3.745
H -1.573 -0.521 -3.649
H -0.092 -1.134 -4.441
O 4.603 -1.697 0.106
H 3.704 -1.403 -0.166
H 4.614 -1.591 1.084



Entry 2:
19
Properties=species:S:1:pos:R:3 method="wB97M-V/def2-TZVPD" gap_ev=9.8 homo_ha=-0.3359 spin_multiplicity=1 e_tot_ev=-20746.53750
C 0.531 0.729 -1.372
N 0.761 -0.673 -1.065
C 2.030 -1.107 -0.810
O 2.340 -2.262 -0.652
C -0.203 1.486 -0.302
C -1.635 1.007 0.043
S -2.056 -0.719 0.158
H 1.468 1.270 -1.585
H -0.054 0.836 -2.288
H 0.155 -1.312 -1.548
H 2.774 -0.320 -0.717
H 0.404 1.490 0.602
H -0.322 2.531 -0.623
H -1.895 1.566 0.923
H -2.260 1.457 -0.731
H -0.909 -1.159 0.686
H -1.127 -1.849 2.958
H 0.409 -1.616 2.949
O -0.411 -1.356 3.376



Entry 3:
19
Properties=species:S:1:pos:R:3 method="wB97M-V/def2-TZVPD" gap_ev=10.1 homo_ha=-0.3371 spin_multiplicity=1 e_tot_ev=-11956.91561
C -2.005 -0.120 -0.178
C 0.432 1.698 -0.597
C -1.968 -0.325 1.174
O 0.150 0.341 -0.892
H -2.257 0.843 -0.597
H -1.970 -0.951 -0.862
H 1.423 1.982 -0.969
H 0.391 1.882 0.482
H -0.308 2.303 -1.120
H -2.137 -1.327 1.549
H -0.392 -0.424 1.336
H -2.310 0.461 1.836
C 0.989 -0.647 -0.063
N 2.368 -0.559 -0.367
O 0.460 -1.847 -0.553
O 0.750 -0.438 1.232
H 1.017 -2.558 -0.213
H 2.539 -0.480 -1.360
H 2.829 0.165 0.165



Entry 4:
19
Properties=species:S:1:pos:R:3 method="wB97M-V/def2-TZVPD" gap_ev=6.3 homo_ha=-0.3420 spin_multiplicity=1 e_tot_ev=-11954.01389
C 1.582 -0.411 -0.566
N 0.527 -0.153 0.372
C -0.837 -0.621 0.110
O -0.907 -1.262 -0.948
O -1.757 -0.320 0.907
C 1.186 0.328 -1.934
C 0.230 1.467 -1.731
H 1.643 -1.462 -0.872
H 2.549 0.040 -0.322
H 0.735 0.044 1.335
H -0.608 1.770 0.157
H 2.161 0.704 -2.301
H 0.844 -0.467 -2.613
H -0.124 1.565 -0.638
H -0.636 1.484 -2.364
H 0.725 2.427 -1.880
H -0.595 0.202 3.883
H -0.713 0.127 2.387
O -0.164 0.537 3.090



Entry 5:
19
Properties=species:S:1:pos:R:3 method="wB97M-V/def2-TZVPD" gap_ev=10.1 homo_ha=-0.3522 spin_multiplicity=1 e_tot_ev=-11959.74214
C 0.075 0.635 -0.995
N 1.175 -0.148 -0.438
C 2.144 0.366 0.380
O 2.321 1.701 0.330
O 2.845 -0.324 1.079
C -0.893 1.229 0.034
C -1.707 0.141 0.725
H 0.456 1.421 -1.653
H -0.462 -0.050 -1.648
H 0.910 -1.105 -0.258
H 1.585 2.192 -0.040
H -1.575 1.869 -0.536
H -0.424 1.895 0.759
H -1.096 -0.520 1.311
H -2.488 0.551 1.368
H -2.241 -0.440 -0.032
H 0.319 -3.603 -0.485
H -0.678 -2.967 0.479
O -0.267 -2.842 -0.379



Entry 6:
19
Properties=species:S:1:pos:R:3 method="wB97M-V/def2-TZVPD" gap_ev=8.7 homo_ha=-0.2918 spin_multiplicity=1 e_tot_ev=-11953.03656
C 0.755 0.792 -0.917
C 1.645 1.156 0.236
O 0.610 1.750 -1.905
H 0.488 2.616 -1.493
H 0.986 -0.152 -1.408
H -0.380 -0.219 -0.163
H 2.615 1.498 -0.132
H 1.803 0.293 0.884
H 1.182 1.941 0.842
C -0.683 -1.694 1.419
N -1.288 -1.306 0.158
C -1.097 0.818 -0.190
O -0.657 -2.081 -0.885
O -1.255 1.428 0.837
H -1.398 -2.347 -1.442
H -1.708 0.870 -1.097
H -1.064 -2.670 1.733
H 0.412 -1.755 1.373
H -0.968 -0.938 2.153



Entry 7:
19
Properties=species:S:1:pos:R:3 method="wB97M-V/def2-TZVPD" gap_ev="4.6 / 4.8" homo_ha="-0.4836 / -0.4961" spin_multiplicity=2 s2=1.199 e_tot_ev=-11943.24676 total_charge=+1
C -0.900 2.003 0.851
N 0.370 1.531 0.362
C 0.797 0.312 0.383
C 2.131 0.065 0.110
O 1.721 -2.355 -1.657
C -0.102 -0.855 0.323
O -1.261 -0.795 0.940
H -1.153 1.447 1.716
H -1.629 1.870 0.071
H -0.772 3.034 1.095
H 1.092 2.196 0.151
H -0.234 -1.082 -0.737
H 2.883 0.846 0.145
H 2.437 -0.916 -0.211
H 1.781 -2.674 -2.591
H 0.462 -1.747 0.669
H -1.876 -0.319 0.286
H -3.103 0.196 -1.237
O -2.229 0.363 -0.936



Entry 8:
20
Properties=species:S:1:pos:R:3 method="wB97M-V/def2-TZVPD" gap_ev=11.5 homo_ha=-0.3949 spin_multiplicity=1 e_tot_ev=-19832.12725
C -1.551 -0.544 0.782
C 0.119 1.929 0.126
C 0.465 -0.739 -1.658
C 1.542 -0.478 1.251
N 3.665 -0.075 -0.055
O 3.274 -1.006 -0.683
O 4.639 0.586 -0.266
O 2.982 0.312 1.038
Si 0.137 0.088 0.032
H -1.350 -1.454 1.267
H -1.850 0.253 1.408
H -2.316 -0.854 -0.004
H 0.799 2.497 -0.411
H -0.882 2.404 -0.182
H 0.319 2.221 1.116
H -0.248 -1.633 -1.893
H 0.646 -0.044 -2.598
H 1.371 -1.192 -1.533
H 1.764 -1.527 1.193
H 1.329 -0.201 2.277



Entry 9:
21
Properties=species:S:1:pos:R:3 method="wB97M-V/def2-TZVPD" gap_ev=5.9 homo_ha=0.0002 spin_multiplicity=1 e_tot_ev=-24842.61758 total_charge=-2
C -1.568 -0.372 -0.124
C -0.567 0.796 0.083
C -0.321 1.540 -1.243
S -1.816 2.317 -1.946
N 0.792 0.311 0.564
C 1.369 -1.036 0.649
O 0.716 -2.026 0.280
O 2.533 -0.977 1.108
H -2.563 -0.009 0.137
H -1.296 -1.176 0.556
H -1.463 -0.631 -1.176
H -0.931 1.543 0.794
H 0.365 2.367 -1.069
H 0.114 0.852 -1.978
H 1.456 1.052 0.699
H 1.645 -2.352 -1.351
H 0.942 -1.442 -2.277
O 1.642 -2.106 -2.315
H -1.077 0.302 2.763
H 0.361 0.415 2.577
O -0.330 0.632 3.270



Entry 10:
30
Properties=species:S:1:pos:R:3 method="wB97M-V/def2-TZVPD" gap_ev="6.2 / 6.0" homo_ha="-0.2515 / -0.3265" spin_multiplicity=5 s2=6.016 e_tot_ev=-85550.02295
Pd 0.637 1.979 0.470
N -2.055 -2.157 -0.583
C -0.785 -1.390 -0.358
C 0.455 -2.193 -0.808
P -0.859 0.067 -1.511
O -2.140 0.893 -0.920
O -1.227 -0.528 -2.834
O 0.418 0.920 -1.298
P -0.606 -1.044 1.489
O -2.152 -0.701 1.985
O -0.204 -2.356 2.082
O 0.243 0.239 1.615
H -2.368 -1.998 -1.559
H -2.791 -1.948 0.089
H -1.883 -3.124 -0.423
H 0.397 -2.474 -1.876
H 0.619 -3.055 -0.101
H 1.364 -1.606 -0.717
H -2.794 0.991 -1.635
H -2.406 0.235 1.729
S 0.759 4.511 -0.585
S -0.996 4.998 0.393
S -1.116 3.460 2.006
S 0.746 3.096 2.579
C 3.078 0.130 -0.107
C 2.756 1.468 0.561
O 3.574 2.185 1.034
H 2.396 -0.613 0.380
H 4.132 -0.103 0.074
H 2.810 0.118 -1.171



Entry 11:
19
Properties=species:S:1:pos:R:3 method="wB97M-V/def2-TZVPD" gap_ev=8.6 homo_ha=-0.4675 spin_multiplicity=1 e_tot_ev=-27978.16782 total_charge=+1
C 1.908 -0.325 -1.246
C -2.328 -0.728 -0.044
C 1.267 -1.088 -0.296
C -0.378 0.701 -0.082
N -1.186 -0.019 0.578
O 2.957 0.474 -1.151
P 0.848 1.882 0.767
S 1.805 -1.255 1.322
H 1.549 -0.338 -2.206
H -2.074 -1.103 -0.958
H -2.644 -1.427 0.750
H -3.120 -0.036 -0.242
H 0.435 -1.511 -0.704
H -0.591 0.941 -1.198
H 1.993 -2.524 1.314
H -1.187 -0.034 1.544
H 0.342 2.318 2.041
H 0.482 3.042 -0.100
H 3.518 0.265 -0.289



Entry 12:
18
Properties=species:S:1:pos:R:3 method="wB97M-V/def2-TZVPD" gap_ev=10.2 homo_ha=-0.3451 spin_multiplicity=1 e_tot_ev=-18695.57669
C -1.719 -0.821 -0.493
C 0.845 -0.978 -0.818
C 1.094 1.790 0.809
C -0.390 -0.176 -0.414
N 0.161 -0.128 2.193
O -1.516 1.663 1.061
S -0.391 0.794 1.120
H -1.745 -1.721 0.208
H -2.550 0.042 -0.272
H -1.966 -1.335 -1.452
H 1.531 -0.492 -1.591
H 0.583 -1.905 -1.144
H 1.513 -1.319 0.016
H 1.110 2.689 1.481
H 1.995 1.310 1.083
H 1.169 1.980 -0.360
H -0.400 0.840 -1.370
H -0.446 -0.815 2.539



Entry 13:
18
Properties=species:S:1:pos:R:3 method="wB97M-V/def2-TZVPD" gap_ev=8.4 homo_ha=-0.3073 spin_multiplicity=1 e_tot_ev=-18696.05148
C 1.968 -0.265 -0.293
C 0.543 -0.462 0.209
C -0.464 -0.601 -0.977
C -1.550 -1.474 -0.569
N -2.954 0.630 -0.102
O -0.895 2.300 0.510
S -2.985 -0.883 0.121
H 2.026 0.181 -1.236
H 2.535 0.329 0.347
H 2.532 -1.173 -0.321
H 0.439 -1.195 1.040
H 0.515 0.665 0.574
H -1.015 0.271 -1.278
H 0.198 -0.948 -1.790
H -1.547 -2.506 -0.513
H -1.638 2.003 0.982
H -3.694 1.090 0.270
H -1.091 2.004 -0.400



Entry 14:
18
Properties=species:S:1:pos:R:3 method="wB97M-V/def2-TZVPD" gap_ev=9.3 homo_ha=-0.3108 spin_multiplicity=1 e_tot_ev=-18695.57233
C -1.637 -0.954 -0.919
C 2.573 -1.163 0.696
C -1.273 2.337 -0.018
C 2.400 -1.258 -0.619
N -1.225 1.154 0.854
O -0.189 -0.988 1.395
S -0.227 -0.137 0.215
H -1.281 -0.590 -1.849
H -1.554 -2.008 -0.640
H -2.444 -0.409 -0.495
H 1.937 -1.723 1.439
H 3.211 -0.403 1.084
H -2.307 2.494 -0.187
H -0.812 3.130 0.409
H -0.720 1.902 -0.880
H 1.574 -1.785 -1.118
H 3.037 -0.687 -1.180
H -1.062 1.090 1.813



Entry 15:
18
Properties=species:S:1:pos:R:3 method="wB97M-V/def2-TZVPD" gap_ev=8.7 homo_ha=-0.2918 spin_multiplicity=1 e_tot_ev=-18697.06374
C 0.860 -1.389 0.188
C 1.594 0.577 -1.252
C 0.235 1.024 0.840
C 0.605 0.037 -0.238
N -2.993 -0.255 0.559
O -1.011 -0.287 -1.099
S -2.195 0.675 -0.693
H 1.473 -1.386 1.076
H -0.159 -1.766 0.407
H 1.242 -2.098 -0.523
H 1.381 1.587 -1.652
H 1.898 0.038 -2.126
H 2.556 0.660 -0.703
H -0.854 1.011 0.828
H 0.528 0.842 1.878
H 0.444 2.027 0.578
H -2.590 -0.049 1.498
H -3.014 -1.246 0.435



Entry 16:
17
Properties=species:S:1:pos:R:3 method="wB97M-V/def2-TZVPD" gap_ev=10.3 homo_ha=-0.5109 spin_multiplicity=1 e_tot_ev=-15095.32868 total_charge=+1
C 0.348 0.931 0.650
C 1.674 0.688 -0.035
C -0.338 -0.060 -0.261
C -0.948 -1.610 0.707
N 1.003 -0.293 -0.929
P -1.585 0.632 -1.403
H 0.280 0.612 1.682
H -0.250 1.841 0.530
H 2.068 1.540 -0.594
H 2.410 0.233 0.713
H -0.477 -1.753 1.579
H -0.829 -2.389 0.093
H -2.006 -1.411 0.891
H 0.842 0.143 -1.813
H 1.411 -1.277 -0.966
H -2.586 0.074 -0.626
H -1.738 -0.454 -2.343



Entry 17:
17
Properties=species:S:1:pos:R:3 method="wB97M-V/def2-TZVPD" gap_ev=8.5 homo_ha=-0.4945 spin_multiplicity=1 e_tot_ev=-15095.54620 total_charge=+1
C -2.386 -0.132 -0.866
C -2.177 -0.745 0.271
C 0.285 0.612 0.533
C 2.534 -1.073 0.281
N -0.041 1.816 0.265
P 1.055 -0.444 -0.613
H -2.748 0.881 -0.984
H -2.337 -0.752 -1.866
H -2.159 -0.275 1.206
H -1.826 -1.786 0.326
H 0.191 -0.008 1.430
H 2.250 -0.868 1.254
H 3.422 -0.303 0.197
H 3.013 -2.021 -0.089
H -0.032 2.170 -0.738
H -0.567 2.457 0.929
H 1.523 0.471 -1.539



Entry 18:
18
Properties=species:S:1:pos:R:3 method="wB97M-V/def2-TZVPD" gap_ev=7.4 homo_ha=-0.4751 spin_multiplicity=1 e_tot_ev=-25931.80917 total_charge=+1
C 0.486 -1.512 0.370
C -1.490 0.069 -0.898
C -0.654 1.131 1.034
C 0.879 -0.268 -0.407
N -0.312 0.739 -0.371
P 2.377 0.910 -0.015
S 3.863 -0.344 -0.052
H 0.580 -1.243 1.524
H -0.421 -1.874 0.008
H 1.340 -2.307 0.358
H -1.668 -0.749 -0.295
H -2.280 0.811 -0.704
H -1.514 -0.154 -1.895
H -1.396 0.477 1.507
H 0.332 1.382 1.578
H -1.205 2.042 0.813
H 0.954 -0.501 -1.527
H 0.128 1.391 -1.028



Entry 19:
17
Properties=species:S:1:pos:R:3 method="wB97M-V/def2-TZVPD" gap_ev=9.8 homo_ha=-0.3268 spin_multiplicity=1 e_tot_ev=-16650.41113
C 0.172 1.963 0.225
C 0.172 0.754 -0.655
C -0.823 -0.241 -0.148
C -0.229 -1.610 0.442
S -1.142 -2.608 1.647
N 1.525 0.095 -0.657
H 0.212 1.687 1.243
H -0.697 2.617 0.169
H 0.914 2.769 0.263
H 0.009 0.971 -1.756
H -1.258 0.184 0.782
H -1.706 -0.562 -0.865
H 0.334 -2.187 -0.270
H 0.716 -1.195 1.001
H -2.088 -3.093 0.872
H 1.700 -0.406 -1.502
H 2.188 0.861 -0.792



Entry 20:
17
Properties=species:S:1:pos:R:3 method="wB97M-V/def2-TZVPD" gap_ev=9.5 homo_ha=-0.3125 spin_multiplicity=1 e_tot_ev=-16649.75117
C -2.701 0.663 -0.780
C -1.484 0.734 0.080
S -0.076 0.142 -0.935
H -3.200 -0.357 -0.663
H -2.619 1.100 -1.840
H -3.425 1.428 -0.588
H -1.424 0.225 1.030
H -1.389 1.730 0.560
C 2.306 0.326 1.130
C 0.705 -1.265 0.034
N 1.343 -0.841 1.361
H 3.254 0.031 0.592
H 2.435 0.935 2.057
H 1.973 1.119 0.404
H 1.526 -1.776 -0.672
H -0.122 -1.965 0.077
H 1.856 -1.602 1.700



Entry 21:
17
Properties=species:S:1:pos:R:3 method="wB97M-V/def2-TZVPD" gap_ev=10.0 homo_ha=-0.3303 spin_multiplicity=1 e_tot_ev=-16650.87928
C 0.647 -0.729 -0.911
C 0.400 0.669 -0.408
C -0.727 0.729 0.653
S -2.489 1.121 0.359
C 1.590 -1.498 0.018
N 3.004 -1.360 -0.293
H -0.289 -1.279 -0.985
H 1.258 -0.609 -1.817
H 1.294 1.066 0.099
H 0.160 1.446 -1.139
H -0.672 -0.140 1.311
H -0.583 1.553 1.375
H -2.745 0.337 -0.710
H 1.375 -1.027 1.014
H 1.345 -2.516 0.329
H 3.550 -1.644 0.502
H 3.286 -0.444 -0.598



Entry 22:
17
Properties=species:S:1:pos:R:3 method="wB97M-V/def2-TZVPD" gap_ev=9.7 homo_ha=-0.3234 spin_multiplicity=1 e_tot_ev=-16651.07621
C -1.295 0.763 -0.873
C -0.741 -0.332 0.005
C 0.605 -0.088 0.675
C 1.686 0.489 -0.268
S 3.345 -0.277 -0.091
N -1.649 -0.723 1.112
H -2.345 0.988 -0.673
H -0.812 1.720 -0.614
H -1.213 0.756 -1.944
H -0.756 -1.255 -0.585
H 1.010 -1.020 1.073
H 0.391 0.479 1.582
H 1.871 1.542 -0.091
H 1.330 0.242 -1.257
H 2.892 -1.484 -0.441
H -2.435 -0.103 1.227
H -1.885 -1.696 1.161



Entry 23:
17
Properties=species:S:1:pos:R:3 method="wB97M-V/def2-TZVPD" gap_ev=9.7 homo_ha=-0.3160 spin_multiplicity=1 e_tot_ev=-16649.74134
C 4.087 0.644 0.012
S 4.084 -0.844 -1.076
C 2.829 -1.919 -0.334
H 3.157 1.225 0.063
H 4.790 1.412 -0.349
H 4.569 0.427 0.960
H 1.790 -1.776 -0.614
H 3.111 -2.910 -0.627
H 2.807 -1.952 0.752
C -5.689 0.258 1.578
C -5.022 1.731 -0.182
N -4.955 1.379 1.025
H -6.664 0.352 2.003
H -4.893 -0.159 2.237
H -5.908 -0.443 0.742
H -4.210 2.288 -0.605
H -5.802 1.390 -0.918



Entry 24:
17
Properties=species:S:1:pos:R:3 method="wB97M-V/def2-TZVPD" gap_ev="7.1 / 3.7" homo_ha="-0.4246 / -0.4244" spin_multiplicity=2 s2=0.763 e_tot_ev=-16642.41840 total_charge=+1
C -1.137 -2.065 -2.102
C -0.206 -2.976 -1.290
S 0.016 -2.521 0.495
H -1.851 -2.600 -2.724
H -1.800 -1.535 -1.416
H -0.466 -1.380 -2.614
H -0.386 -4.041 -1.398
H 0.822 -2.795 -1.585
C 0.258 2.409 1.195
C -0.251 2.684 2.472
N 1.544 2.560 0.947
H -0.410 2.112 0.398
H -1.305 2.839 2.654
H 0.447 2.931 3.263
H 2.119 3.115 1.572
H 0.765 -1.457 0.148
H 1.841 2.721 -0.015



Entry 25:
18
Properties=species:S:1:pos:R:3 method="wB97M-V/def2-TZVPD" gap_ev="2.9 / 8.2" homo_ha="0.0198 / -0.1749" spin_multiplicity=2 s2=0.752 e_tot_ev=-27485.46153 total_charge=-1
S 1.938 2.314 -1.382
S 0.600 3.095 -0.006
C 0.764 1.846 1.359
C 0.750 0.324 0.951
N -0.373 -0.091 0.137
C -0.721 -1.549 0.082
C -1.522 -1.925 -1.206
H 0.995 1.686 -2.146
H -0.050 2.174 2.088
H 1.768 2.011 1.757
H 0.597 -0.118 1.955
H 1.680 -0.047 0.614
H -0.349 0.184 -0.830
H 0.208 -2.177 0.006
H -1.143 -1.796 1.013
H -2.538 -1.501 -1.155
H -1.506 -3.003 -1.083
H -1.098 -1.427 -2.153



Entry 26:
18
Properties=species:S:1:pos:R:3 method="wB97M-V/def2-TZVPD" gap_ev=8.6 homo_ha=-0.2992 spin_multiplicity=1 e_tot_ev=-27484.94092
S 3.772 -0.962 -1.433
S 1.756 -1.104 -1.894
C 0.994 0.492 -1.127
C 0.971 0.421 0.340
C -0.332 -0.191 0.784
N -1.477 0.558 0.511
C -2.736 -0.225 0.772
H 3.992 0.122 -0.621
H 1.551 1.291 -1.475
H -0.134 0.425 -1.406
H 1.930 -0.087 0.464
H 0.995 1.536 0.577
H -0.211 -0.287 1.858
H -0.355 -1.317 0.518
H -1.620 0.674 -0.467
H -2.508 -1.280 0.501
H -2.968 -0.317 1.786
H -3.621 0.251 0.312